The following is a quantum chemistry calculation of a structure of composition C29H45N16O4SSi2TeW, from the OMol25 dataset.

- <S²>: 2.2718
- Net charge: +1
- HOMO-LUMO gap (spin up / spin down): 5.416 / 3.517 eV
- 2S+1: 3
- Maximum force: 5.94 eV/A
- Highest occupied orbital energy (spin up / spin down): -8.783 / -9.746 eV
- ΔE to the lowest compared entry with this formula, charge and spin: 309.8 kJ/mol
- LUMO energy (spin up / spin down): -3.4 / -6.2 eV

Structure (XYZ):
```
99
C29H45N16O4SSi2TeW, DFT the ωB97M-V functional and the def2-TZVPD basis
W -0.571 1.891 1.808
N -2.292 4.405 2.868
C -2.982 3.755 1.856
N -3.902 4.373 1.170
C -4.336 3.715 0.102
N -4.980 4.449 -0.830
N -4.267 2.377 -0.086
C -3.280 1.809 0.644
N -2.528 2.524 1.542
C -2.692 0.545 0.256
C -2.826 -0.225 -0.924
C -1.698 -0.897 -1.435
C -0.601 -1.183 -0.620
C -0.728 -0.691 0.656
N -1.539 0.381 0.979
H -2.586 5.386 3.022
H -1.515 4.024 3.399
H -5.120 5.415 -0.577
H -5.636 4.007 -1.497
H -3.780 -0.200 -1.420
H -1.808 -1.063 -2.506
H 0.217 -1.845 -0.863
H -0.197 -1.144 1.479
N 1.453 0.207 4.062
C 0.271 0.783 4.499
N -0.059 0.530 5.732
N -1.199 1.284 5.908
N -1.449 1.994 4.850
N -0.537 1.708 3.881
C 1.951 0.104 2.761
N 2.990 -0.653 2.440
N 3.113 -0.374 1.110
N 2.306 0.544 0.740
N 1.457 0.850 1.768
H 1.911 -0.408 4.734
C -0.344 0.733 -4.330
C -1.429 1.787 -4.108
O -2.678 1.104 -4.241
C -3.705 2.146 -4.103
C -5.090 1.576 -3.722
H 0.636 1.195 -4.277
H -0.432 0.164 -5.271
H -0.327 0.029 -3.529
H -1.379 2.664 -4.843
H -1.379 2.232 -3.085
H -3.681 2.725 -5.028
H -3.378 2.828 -3.291
H -4.996 0.476 -3.750
H -5.861 1.933 -4.448
H -5.337 1.918 -2.707
O 0.252 2.430 -1.547
S -0.207 3.595 -0.804
O -1.505 4.099 -1.189
N 0.070 3.403 1.082
C 0.665 4.628 1.545
O 0.498 5.060 2.674
C 1.394 5.219 0.505
C 2.148 6.374 0.665
C 2.810 6.836 -0.492
C 2.562 6.271 -1.798
C 1.658 5.229 -1.981
C 1.078 4.798 -0.775
H 2.195 6.852 1.678
H 3.673 7.527 -0.406
H 3.163 6.668 -2.606
H 1.481 4.745 -2.940
C 1.333 -5.508 4.226
Si 0.036 -5.782 2.929
C -0.946 -7.349 3.402
C -0.954 -4.194 2.797
C 1.201 -6.209 1.463
Te 1.533 -4.366 0.267
C 3.622 -3.905 -0.096
Si 3.789 -3.638 -1.990
C 5.391 -2.765 -2.462
C 3.726 -5.358 -2.753
C 2.451 -2.538 -2.796
H 0.955 -4.939 5.069
H 2.221 -5.001 3.825
H 1.640 -6.472 4.575
H -1.624 -7.163 4.251
H -0.234 -8.107 3.766
H -1.576 -7.759 2.605
H -1.683 -4.098 3.581
H -1.412 -4.095 1.806
H -0.260 -3.327 2.917
H 0.712 -6.860 0.737
H 2.144 -6.627 1.805
H 4.208 -4.703 0.312
H 3.798 -2.984 0.495
H 5.901 -3.229 -3.297
H 6.010 -2.910 -1.595
H 5.170 -1.686 -2.587
H 2.953 -5.878 -2.243
H 4.681 -5.860 -2.546
H 3.525 -5.279 -3.842
H 2.468 -1.493 -2.489
H 1.490 -2.956 -2.612
H 2.616 -2.582 -3.905
```

=====

The following is a quantum chemistry calculation of a cluster of 2 separate species, C29H45OSi in total, from the OMol25 dataset.

- Net charge: +1
- HOMO-LUMO gap: 4.682 eV
- Maximum force: 2.38 eV/A
- Highest occupied orbital energy: -9.970 eV
- ΔE to the lowest compared entry with this formula, charge and spin: 84.8 kJ/mol
- LUMO energy: -5.3 eV

Structure (XYZ):
```
76
C29H45OSi, DFT the ωB97M-V functional and the def2-TZVPD basis
C -1.357 -1.785 3.760
C -0.181 -1.000 3.285
C -0.122 0.478 3.393
C 0.975 -1.703 3.105
O 2.150 -1.152 3.415
Si 3.672 -1.772 3.812
C 4.819 -0.427 3.233
C 3.794 -2.025 5.656
C 3.898 -3.443 3.023
H -2.208 -1.128 3.973
H -1.683 -2.545 3.032
H -1.111 -2.335 4.686
H -1.129 0.882 3.530
H 0.496 0.792 4.249
H 0.314 0.935 2.494
H 0.980 -2.758 2.817
H 5.816 -0.596 3.662
H 4.930 -0.392 2.143
H 4.479 0.563 3.570
H 4.789 -2.422 5.904
H 3.653 -1.088 6.210
H 3.046 -2.748 6.008
H 4.854 -3.871 3.359
H 3.100 -4.134 3.327
H 3.914 -3.400 1.927
C -6.509 1.159 -2.159
C -5.146 0.672 -2.545
C -4.477 -0.274 -1.767
C -3.211 -0.753 -2.125
C -2.614 -1.834 -1.263
C -2.553 -0.190 -3.238
C -1.125 -0.568 -3.616
C -1.086 -1.923 -4.332
C -0.098 -0.502 -2.443
C -0.279 0.660 -1.558
C 0.748 1.326 -0.872
C 0.756 2.765 -0.858
C -0.112 3.554 -1.790
C 1.600 3.433 0.011
C 2.473 2.748 0.864
C 3.354 3.501 1.814
C 2.497 1.349 0.808
C 1.758 0.628 -0.118
C 1.980 -0.846 -0.226
C -3.259 0.688 -4.083
C -2.646 1.177 -5.373
C -4.527 1.125 -3.712
H -6.876 1.885 -2.889
H -7.226 0.331 -2.107
H -6.503 1.639 -1.174
H -4.963 -0.668 -0.870
H -2.212 -2.666 -1.853
H -1.824 -1.462 -0.594
H -3.408 -2.260 -0.634
H -0.747 0.161 -4.351
H -1.772 -1.910 -5.186
H -0.081 -2.115 -4.724
H -1.369 -2.763 -3.684
H -0.125 -1.446 -1.872
H 0.909 -0.447 -2.902
H -1.283 1.093 -1.539
H 0.000 4.618 -1.547
H 0.172 3.410 -2.844
H -1.174 3.295 -1.710
H 1.559 4.523 0.048
H 4.022 2.815 2.349
H 3.968 4.238 1.278
H 2.769 4.059 2.559
H 3.130 0.805 1.516
H 2.954 -1.123 0.204
H 1.212 -1.414 0.317
H 1.973 -1.185 -1.266
H -3.350 1.824 -5.911
H -1.732 1.767 -5.202
H -2.385 0.346 -6.044
H -5.048 1.830 -4.362
```

=====

The following is a quantum chemistry calculation of a structure of composition C29H46CoP2, from the OMol25 dataset.

- <S²>: 6.0332
- Net charge: +1
- HOMO-LUMO gap (spin up / spin down): 5.691 / 6.196 eV
- 2S+1: 5
- Maximum force: 3.60 eV/A
- Highest occupied orbital energy (spin up / spin down): -8.218 / -8.977 eV
- ΔE to the lowest compared entry with this formula, charge and spin: 417.6 kJ/mol
- LUMO energy (spin up / spin down): -2.5 / -2.8 eV

Structure (XYZ):
```
78
C29H46CoP2, DFT the ωB97M-V functional and the def2-TZVPD basis
Co -0.190 2.911 -1.287
C 0.829 1.557 2.242
C 1.094 2.767 1.630
C -1.093 2.147 1.082
C -0.526 1.173 1.929
C -0.081 3.186 0.845
C 1.646 0.885 3.292
H 2.716 1.053 3.144
H 1.481 -0.195 3.301
H 1.392 1.247 4.299
C -1.221 0.069 2.579
H -0.545 -0.754 2.858
H -2.170 -0.483 1.913
H -1.726 0.407 3.506
C -2.540 2.298 0.838
H -3.076 2.571 1.756
H -2.953 1.346 0.500
H -2.744 3.068 0.089
C -0.406 4.635 0.663
H -0.894 5.003 1.583
H -1.074 4.801 -0.202
H 0.507 5.233 0.522
C 2.243 3.625 1.982
H 2.114 4.148 2.942
H 2.429 4.380 1.220
H 3.139 3.009 2.085
C 0.073 -3.229 0.920
C 1.068 -2.767 1.705
C 2.388 -2.192 1.302
C 2.802 -2.402 -0.185
C 2.277 -1.238 -1.040
C 0.880 -0.724 -0.654
C -0.342 -1.547 -0.896
C -0.129 -3.033 -0.555
H 3.173 -2.632 1.950
H 2.534 -3.407 -0.544
H 2.411 -1.110 1.534
H 0.686 -3.418 -1.189
H -0.747 -3.784 1.394
H 0.964 -2.863 2.792
H -1.037 -3.580 -0.864
H -1.147 -1.122 -0.276
H 0.830 -0.189 0.308
H -0.706 -1.467 -1.938
H 3.904 -2.361 -0.244
H 2.980 -0.412 -0.805
P 2.242 -1.168 -2.885
C 1.999 -2.832 -3.513
C 3.805 -0.574 -3.548
P 0.468 0.952 -1.886
C 0.917 -0.087 -3.399
C 1.677 2.323 -2.287
C -1.083 1.626 -2.729
H 0.939 -3.051 -3.693
H 2.419 -3.572 -2.821
H 2.537 -2.908 -4.468
H 3.933 -1.001 -4.549
H 4.628 -0.926 -2.915
H 3.835 0.520 -3.618
H -0.910 1.523 -3.807
H -1.252 2.741 -2.498
H -1.955 1.032 -2.445
H 0.021 -0.625 -3.754
H 1.258 0.609 -4.185
H 1.446 3.265 -1.712
H 1.756 2.544 -3.365
H 2.650 1.968 -1.934
C -5.850 -2.210 1.516
C -5.669 -1.105 2.357
C -4.380 -0.532 2.489
C -3.306 -1.033 1.768
C -3.482 -2.149 0.956
C -4.766 -2.737 0.825
H -6.843 -2.658 1.413
H -6.501 -0.677 2.915
H -4.230 0.320 3.165
H -2.636 -2.581 0.414
H -4.878 -3.607 0.168
```